Entry 1:
{
  "formula": "C40H110AsF6N10O10",
  "method": "ωB97M-V/def2-TZVPD",
  "homo_ev": -5.7,
  "multiplicity": 1,
  "fmax_ev_per_a": 3.40,
  "energy_ha": -5724.716437,
  "de_lowest_kcal_mol": 211.0,
  "orbital_gap_ev": 8.0,
  "charge": -1,
  "symbols": ["As", "F", "F", "F", "F", "F", "F", "C", "C", "C", "O", "C", "N", "H", "H", "H", "H", "H", "H", "H", "H", "H", "H", "H", "C", "C", "C", "O", "C", "N", "H", "H", "H", "H", "H", "H", "H", "H", "H", "H", "H", "C", "C", "C", "O", "C", "N", "H", "H", "H", "H", "H", "H", "H", "H", "H", "H", "H", "C", "C", "C", "O", "C", "N", "H", "H", "H", "H", "H", "H", "H", "H", "H", "H", "H", "C", "C", "C", "O", "C", "N", "H", "H", "H", "H", "H", "H", "H", "H", "H", "H", "H", "C", "C", "C", "O", "C", "N", "H", "H", "H", "H", "H", "H", "H", "H", "H", "H", "H", "C", "C", "C", "O", "C", "N", "H", "H", "H", "H", "H", "H", "H", "H", "H", "H", "H", "C", "C", "C", "O", "C", "N", "H", "H", "H", "H", "H", "H", "H", "H", "H", "H", "H", "C", "C", "C", "O", "C", "N", "H", "H", "H", "H", "H", "H", "H", "H", "H", "H", "H", "C", "C", "C", "O", "C", "N", "H", "H", "H", "H", "H", "H", "H", "H", "H", "H", "H"],
  "coordinates": [[-2.15, 18.55, 6.70], [-3.79, 19.16, 7.12], [-2.77, 17.22, 5.63], [-0.51, 17.92, 6.27], [-1.23, 19.71, 7.66], [-2.23, 17.57, 8.19], [-2.12, 19.58, 5.26], [2.61, 19.36, 8.06], [1.78, 20.47, 8.80], [2.71, 21.34, 9.62], [3.52, 22.02, 8.74], [4.64, 22.67, 9.25], [0.89, 21.16, 7.76], [3.27, 18.77, 8.71], [3.25, 19.85, 7.32], [1.97, 18.63, 7.56], [1.08, 20.00, 9.49], [3.34, 20.76, 10.30], [2.15, 22.04, 10.24], [5.16, 22.86, 8.31], [5.22, 21.93, 9.81], [4.48, 23.55, 9.88], [0.25, 20.41, 7.55], [0.35, 21.61, 8.48], [-3.78, 12.92, 9.14], [-2.81, 14.09, 9.19], [-1.70, 13.71, 10.23], [-2.00, 13.06, 11.49], [-0.87, 12.93, 12.37], [-2.25, 14.37, 7.86], [-4.63, 13.40, 8.63], [-4.12, 12.77, 10.16], [-3.32, 12.00, 8.80], [-3.50, 14.84, 9.56], [-1.41, 14.71, 10.53], [-0.88, 13.22, 9.71], [-0.07, 12.44, 11.82], [-1.27, 12.27, 13.14], [-0.54, 13.93, 12.65], [-1.33, 14.74, 8.02], [-2.66, 15.25, 7.59], [-5.32, 26.17, 2.50], [-4.49, 25.06, 3.25], [-5.32, 23.76, 3.30], [-4.37, 22.81, 3.80], [-4.97, 21.71, 4.53], [-3.26, 24.97, 2.56], [-6.28, 25.80, 2.13], [-4.72, 26.58, 1.70], [-5.64, 26.97, 3.18], [-4.27, 25.34, 4.28], [-5.62, 23.41, 2.31], [-6.18, 23.88, 3.95], [-5.87, 21.81, 5.14], [-4.25, 21.37, 5.27], [-5.15, 20.78, 3.99], [-3.11, 23.98, 2.59], [-3.29, 25.18, 1.57], [-6.21, 18.14, 4.74], [-6.69, 16.76, 4.67], [-5.41, 15.77, 4.88], [-5.82, 14.44, 4.55], [-4.96, 13.30, 4.89], [-7.85, 16.42, 5.44], [-5.39, 18.19, 4.02], [-6.01, 18.45, 5.77], [-7.06, 18.80, 4.59], [-6.93, 16.60, 3.62], [-5.11, 15.84, 5.93], [-4.55, 16.15, 4.33], [-3.98, 13.43, 4.42], [-5.38, 12.37, 4.52], [-4.91, 13.12, 5.97], [-7.93, 15.43, 5.29], [-8.73, 16.82, 5.17], [0.64, 26.29, 10.31], [0.76, 24.86, 9.74], [-0.50, 23.96, 9.99], [-0.34, 22.59, 9.55], [-1.48, 21.81, 9.95], [0.90, 25.01, 8.28], [0.58, 26.34, 11.39], [-0.20, 26.80, 9.83], [1.49, 26.84, 9.91], [1.70, 24.43, 10.08], [-1.41, 24.37, 9.55], [-0.68, 23.86, 11.06], [-1.42, 20.76, 9.65], [-2.35, 22.43, 9.72], [-1.55, 21.77, 11.03], [1.48, 25.83, 8.34], [0.04, 25.40, 7.94], [6.10, 21.64, 3.90], [4.70, 21.97, 4.39], [3.67, 20.85, 4.16], [2.49, 21.12, 4.85], [1.35, 20.29, 4.55], [4.82, 22.52, 5.74], [6.83, 22.39, 4.21], [6.22, 21.54, 2.82], [6.50, 20.71, 4.31], [4.39, 22.81, 3.78], [4.10, 19.91, 4.53], [3.57, 20.65, 3.09], [1.26, 20.07, 3.49], [0.41, 20.78, 4.79], [1.47, 19.38, 5.15], [5.49, 23.27, 5.82], [5.06, 21.83, 6.43], [-1.15, 19.85, 0.91], [-2.34, 20.76, 1.21], [-3.57, 19.83, 1.37], [-4.74, 20.71, 1.26], [-6.12, 20.20, 1.00], [-2.17, 21.44, 2.44], [-1.15, 19.66, -0.16], [-1.19, 19.01, 1.61], [-0.19, 20.29, 1.17], [-2.46, 21.43, 0.36], [-3.52, 19.19, 2.25], [-3.54, 19.04, 0.62], [-6.19, 19.84, -0.03], [-6.85, 20.99, 1.16], [-6.33, 19.32, 1.60], [-1.90, 20.73, 3.11], [-3.09, 21.63, 2.82], [0.60, 25.75, 3.31], [0.78, 24.93, 4.59], [-0.52, 24.06, 4.82], [-0.30, 23.29, 6.00], [-1.53, 22.79, 6.45], [1.95, 24.16, 4.31], [0.54, 25.19, 2.37], [1.52, 26.29, 3.12], [-0.20, 26.48, 3.24], [1.07, 25.50, 5.47], [-0.91, 23.59, 3.92], [-1.33, 24.77, 5.01], [-2.33, 23.52, 6.53], [-1.59, 22.29, 7.42], [-1.91, 21.96, 5.85], [1.94, 23.62, 3.46], [2.57, 24.95, 4.25], [-5.67, 25.18, 10.79], [-4.88, 24.57, 9.62], [-5.69, 23.94, 8.57], [-6.24, 22.65, 8.82], [-5.34, 21.53, 8.63], [-4.14, 25.72, 9.08], [-5.01, 25.62, 11.53], [-6.17, 24.48, 11.46], [-6.41, 25.91, 10.44], [-4.19, 23.79, 9.97], [-5.12, 23.77, 7.66], [-6.48, 24.66, 8.32], [-5.88, 20.77, 8.06], [-5.11, 21.14, 9.63], [-4.42, 21.73, 8.10], [-4.91, 26.34, 8.87], [-3.62, 25.57, 8.23], [1.75, 14.18, 2.89], [0.50, 13.84, 3.66], [-0.79, 13.63, 2.82], [-1.39, 14.77, 2.17], [-1.83, 15.81, 3.06], [0.75, 12.54, 4.25], [2.53, 13.78, 3.53], [1.76, 15.26, 2.79], [1.75, 13.66, 1.93], [0.23, 14.56, 4.43], [-1.61, 13.17, 3.38], [-0.58, 12.94, 2.01], [-0.96, 16.09, 3.66], [-2.59, 15.27, 3.62], [-2.24, 16.62, 2.46], [1.62, 12.48, 4.76], [0.03, 12.31, 4.92]]
}

Entry 2:
{
  "formula": "C40H110N10O10",
  "method": "ωB97M-V/def2-TZVPD",
  "homo_ev": -8.6,
  "multiplicity": 1,
  "fmax_ev_per_a": 2.22,
  "energy_ha": -2889.778727,
  "de_lowest_kcal_mol": 20.4,
  "orbital_gap_ev": 9.0,
  "charge": 0,
  "smiles": "COC[C@H](C)N.COC[C@H](C)N.COC[C@H](C)N.COC[C@H](C)N.COC[C@H](C)N.COC[C@H](C)N.COC[C@H](C)N.COC[C@H](C)N.COC[C@H](C)N.COC[C@H](C)N",
  "symbols": ["C", "O", "C", "C", "C", "N", "H", "H", "H", "H", "H", "H", "H", "H", "H", "H", "H", "C", "O", "C", "C", "C", "N", "H", "H", "H", "H", "H", "H", "H", "H", "H", "H", "H", "C", "O", "C", "C", "C", "N", "H", "H", "H", "H", "H", "H", "H", "H", "H", "H", "H", "C", "O", "C", "C", "C", "N", "H", "H", "H", "H", "H", "H", "H", "H", "H", "H", "H", "C", "O", "C", "C", "C", "N", "H", "H", "H", "H", "H", "H", "H", "H", "H", "H", "H", "C", "O", "C", "C", "C", "N", "H", "H", "H", "H", "H", "H", "H", "H", "H", "H", "H", "C", "O", "C", "C", "C", "N", "H", "H", "H", "H", "H", "H", "H", "H", "H", "H", "H", "C", "O", "C", "C", "C", "N", "H", "H", "H", "H", "H", "H", "H", "H", "H", "H", "H", "C", "O", "C", "C", "C", "N", "H", "H", "H", "H", "H", "H", "H", "H", "H", "H", "H", "C", "O", "C", "C", "C", "N", "H", "H", "H", "H", "H", "H", "H", "H", "H", "H", "H"],
  "coordinates": [[0.86, -5.94, 4.20], [1.66, -5.37, 3.23], [0.93, -4.56, 2.33], [1.82, -4.26, 1.17], [1.18, -3.28, 0.25], [2.00, -5.54, 0.45], [0.75, -5.29, 5.07], [1.39, -6.84, 4.54], [-0.09, -6.33, 3.81], [-0.03, -4.99, 2.00], [0.69, -3.63, 2.87], [2.77, -3.86, 1.54], [0.23, -3.72, -0.07], [1.80, -3.07, -0.61], [1.01, -2.36, 0.81], [2.79, -5.50, -0.19], [2.26, -6.22, 1.17], [3.64, 3.96, -3.09], [3.24, 5.20, -3.62], [4.06, 5.71, -4.59], [3.53, 7.06, -5.12], [4.59, 7.59, -6.08], [3.36, 8.04, -4.00], [4.09, 3.31, -3.84], [2.76, 3.52, -2.64], [4.45, 4.12, -2.36], [5.10, 5.88, -4.23], [4.21, 5.05, -5.47], [2.60, 6.84, -5.66], [5.49, 7.91, -5.56], [4.18, 8.43, -6.65], [4.88, 6.84, -6.83], [4.09, 7.85, -3.32], [2.46, 7.88, -3.55], [-6.60, 0.20, 6.00], [-5.71, -0.35, 5.03], [-6.37, -0.86, 3.90], [-5.38, -0.96, 2.74], [-6.04, -1.59, 1.52], [-4.19, -1.80, 3.10], [-7.04, -0.62, 6.56], [-7.34, 0.88, 5.56], [-5.98, 0.82, 6.65], [-6.73, -1.87, 4.17], [-7.25, -0.25, 3.65], [-5.02, 0.06, 2.54], [-6.61, -2.47, 1.83], [-5.31, -1.85, 0.76], [-6.76, -0.90, 1.07], [-3.99, -1.67, 4.09], [-4.44, -2.79, 3.05], [-2.35, 1.32, 7.45], [-1.46, 0.48, 6.83], [-2.03, -0.41, 5.91], [-0.90, -1.21, 5.32], [-0.06, -1.94, 6.38], [0.00, -0.37, 4.47], [-3.00, 1.85, 6.74], [-1.77, 2.00, 8.06], [-3.07, 0.77, 8.09], [-2.79, -1.07, 6.36], [-2.54, 0.19, 5.14], [-1.45, -1.92, 4.68], [0.71, -2.50, 5.86], [-0.65, -2.61, 7.02], [0.44, -1.22, 7.03], [-0.08, 0.55, 4.94], [-0.61, -0.19, 3.62], [1.43, 1.09, -0.89], [0.48, 0.15, -0.46], [-0.34, 0.69, 0.56], [-1.41, -0.29, 1.00], [-2.47, -0.48, -0.11], [-2.02, 0.28, 2.22], [0.99, 1.84, -1.56], [2.19, 0.58, -1.51], [2.05, 1.50, -0.09], [0.21, 0.90, 1.49], [-0.75, 1.67, 0.28], [-1.02, -1.28, 1.25], [-2.92, 0.51, -0.26], [-3.23, -1.16, 0.29], [-2.11, -0.92, -1.03], [-2.92, -0.23, 2.31], [-2.27, 1.26, 2.07], [-3.07, -1.39, -6.95], [-2.94, -0.85, -5.69], [-1.77, -1.25, -5.04], [-1.72, -0.70, -3.61], [-1.73, 0.83, -3.57], [-0.48, -1.18, -3.02], [-2.18, -1.18, -7.58], [-3.92, -1.02, -7.50], [-3.09, -2.50, -6.93], [-1.66, -2.35, -5.02], [-0.86, -0.89, -5.56], [-2.63, -1.15, -3.17], [-1.50, 1.18, -2.55], [-2.59, 1.29, -4.03], [-0.82, 1.17, -4.10], [-0.49, -2.19, -2.95], [-0.40, -0.71, -2.11], [2.64, 4.60, 0.21], [1.75, 4.85, 1.25], [0.77, 3.82, 1.32], [-0.23, 4.21, 2.38], [0.27, 3.81, 3.74], [-1.52, 3.50, 2.14], [2.11, 4.66, -0.75], [3.01, 3.57, 0.28], [3.49, 5.26, 0.21], [0.32, 3.70, 0.32], [1.29, 2.90, 1.61], [-0.41, 5.29, 2.28], [0.44, 2.73, 3.72], [-0.40, 4.09, 4.55], [1.26, 4.26, 3.89], [-1.98, 3.90, 1.31], [-2.14, 3.81, 2.89], [4.54, 1.98, 3.83], [4.50, 1.12, 2.69], [3.54, 0.09, 2.80], [3.94, -0.92, 3.86], [5.31, -1.52, 3.64], [2.91, -1.97, 3.91], [4.74, 2.97, 3.42], [5.38, 1.76, 4.50], [3.62, 1.94, 4.40], [2.51, 0.38, 3.07], [3.42, -0.40, 1.83], [3.90, -0.33, 4.80], [5.30, -2.07, 2.70], [5.53, -2.19, 4.47], [6.06, -0.73, 3.60], [1.99, -1.53, 4.05], [3.03, -2.61, 4.69], [4.21, 0.98, -8.39], [3.78, 2.18, -7.88], [3.51, 2.19, -6.46], [2.84, 0.98, -5.90], [1.40, 0.85, -6.32], [2.89, 0.96, -4.42], [3.43, 0.22, -8.40], [5.10, 0.58, -7.88], [4.53, 1.22, -9.40], [4.52, 2.35, -6.02], [2.96, 3.12, -6.28], [3.32, 0.08, -6.32], [0.79, 1.75, -6.22], [0.88, 0.03, -5.82], [1.33, 0.56, -7.38], [2.36, 0.13, -4.12], [3.83, 0.73, -4.09], [-3.00, -4.29, 0.53], [-2.72, -5.41, -0.29], [-3.46, -5.48, -1.47], [-3.07, -4.40, -2.47], [-3.89, -4.44, -3.76], [-1.62, -4.56, -2.83], [-2.48, -4.42, 1.48], [-4.06, -4.24, 0.82], [-2.71, -3.35, 0.04], [-3.26, -6.46, -1.92], [-4.55, -5.50, -1.26], [-3.22, -3.41, -2.03], [-3.70, -3.54, -4.35], [-4.94, -4.30, -3.45], [-3.78, -5.36, -4.33], [-1.11, -4.64, -1.95], [-1.44, -5.41, -3.35]]
}